# C52H51N2OsP4S

C52H51N2OsP4S as an isolated structure at a distorted geometry (the ωB97M-V functional and the def2-TZVPD basis, the Open Molecules 2025 dataset).

XYZ file:
```
111
Properties=species:S:1:pos:R:3:forces:R:3:lowdin_charge:R:1
Os -0.134251 -0.188740 -0.065197 0.07 -0.64 -0.74 0.94
C 3.957304 4.293451 4.566117 -1.27 -0.09 -1.03 -0.38
S 3.727602 5.416848 3.152484 0.12 -0.32 0.09 0.82
C 4.314540 4.461343 1.710164 -0.85 0.40 0.48 -0.47
C 3.185619 3.647034 1.053329 0.57 -0.53 -0.19 -0.26
C 2.746228 2.356659 1.745315 0.47 0.94 0.98 -0.23
N 1.871550 1.561099 0.904917 -0.29 -0.98 -0.56 -0.43
P 2.074007 -0.099154 0.911416 -0.13 -0.53 0.24 0.82
C 3.512080 -0.336945 -0.081836 0.34 -0.59 0.68 -0.35
C 3.317368 -0.416924 -1.449096 0.17 -0.01 -0.09 -0.13
C 4.389694 -0.272609 -2.314733 -0.45 0.00 0.30 -0.05
C 5.612217 0.062070 -1.779253 0.15 -0.37 -0.44 -0.03
C 5.805424 0.112532 -0.411345 0.55 0.22 0.19 -0.04
C 4.783670 -0.137754 0.473216 -0.19 -0.19 0.47 -0.07
C 2.109006 -0.793674 2.567573 0.25 0.44 0.48 -0.35
C 1.178523 -0.331066 3.520228 0.03 -0.39 -0.57 -0.09
C 0.874711 -1.123308 4.604860 -0.20 0.59 -0.15 -0.06
C 1.486953 -2.339901 4.777189 -0.17 -0.92 0.68 -0.05
C 2.450170 -2.794568 3.900457 0.20 0.95 -0.67 -0.03
C 2.817455 -1.968530 2.824934 -0.61 -0.54 -0.28 -0.07
P 0.839552 2.008030 -0.407241 -0.49 0.65 3.43 0.84
C -0.109787 3.183161 0.513385 -0.95 1.76 0.39 -0.37
C -0.479287 4.352910 -0.180579 0.05 0.04 0.42 -0.09
C -1.047091 5.451706 0.456263 0.16 -0.51 1.28 -0.02
C -1.270462 5.353105 1.852922 -0.13 1.22 -0.79 -0.04
C -0.993460 4.188550 2.542692 0.29 -0.48 0.53 -0.06
C -0.385924 3.108463 1.901601 -0.44 0.35 -0.97 -0.09
C 1.712276 2.771781 -1.677639 1.42 1.40 -1.41 -0.35
C 2.337256 4.034909 -1.806471 -1.69 -0.05 2.49 -0.11
C 3.091746 4.425012 -2.815421 2.68 0.02 -2.21 -0.02
C 3.523465 3.393029 -3.673789 -0.30 1.56 -1.87 -0.04
C 2.840381 2.246792 -3.694776 -1.04 -2.93 -2.03 -0.08
C 1.879740 1.903245 -2.716167 2.04 2.37 -0.83 -0.09
H 3.618543 4.876737 5.400687 0.27 0.24 0.60 0.03
H 4.973398 3.993659 4.611628 0.91 -0.17 0.41 0.03
H 3.298089 3.417694 4.525212 0.18 0.10 -0.12 0.02
H 5.228032 3.884851 1.929517 -0.40 0.14 -0.08 0.09
H 4.564001 5.280183 1.026077 0.21 -0.33 -0.06 0.07
H 3.570848 3.352002 0.070911 -0.08 -0.01 0.08 0.10
H 2.279000 4.261357 0.907575 0.55 -0.04 0.17 0.10
H 2.207911 2.581070 2.666879 0.06 0.17 0.14 0.10
H 3.592536 1.711685 2.041136 -0.09 0.37 -0.22 0.12
H 2.315149 -0.536579 -1.832257 0.19 -0.06 -0.04 0.04
H 4.243605 -0.381374 -3.373147 0.05 0.05 -0.27 0.12
H 6.441415 0.207446 -2.448874 0.26 0.16 -0.03 0.12
H 6.783327 0.371607 -0.056531 0.36 -0.08 0.26 0.12
H 4.964699 -0.199982 1.567388 -0.18 0.25 -0.89 0.13
H 0.636002 0.588264 3.392926 -0.05 0.29 -0.18 0.08
H 0.098322 -0.823681 5.286289 -0.03 0.20 0.25 0.12
H 1.145894 -2.935166 5.623171 0.29 -0.11 -0.25 0.13
H 2.875498 -3.772760 3.982357 0.34 -0.27 0.25 0.12
H 3.544234 -2.307240 2.098264 0.08 -0.14 0.03 0.11
H -0.195616 4.405633 -1.213357 -0.19 0.24 -0.45 0.09
H -1.235837 6.394056 -0.051607 -0.02 -0.30 -0.04 0.12
H -1.610906 6.255139 2.398036 0.06 -0.78 -0.38 0.13
H -1.185455 4.134053 3.626362 0.11 0.03 -0.66 0.13
H -0.158664 2.228801 2.473926 0.19 -0.23 0.11 0.06
H 2.245127 4.740329 -1.035936 -0.71 0.91 0.86 0.09
H 3.433241 5.449022 -2.937620 0.04 -0.19 0.25 0.14
H 4.036719 3.336723 -4.661375 0.70 2.01 1.40 0.14
H 3.106673 1.868240 -4.742975 -1.39 -1.41 2.09 0.15
H 1.208734 1.190113 -2.483674 -1.58 -3.75 -1.49 0.01
N -2.839515 -2.258918 -0.893692 -0.21 0.15 0.81 -0.33
P -3.789807 -0.893396 -0.834051 -0.40 1.88 -0.23 1.00
C -4.692934 -0.599378 -2.397185 0.10 -1.47 0.29 -0.36
C -4.944003 0.726515 -2.476347 -2.18 2.30 -2.44 -0.13
C -5.852706 1.213036 -3.502444 0.61 -0.65 -0.63 -0.01
C -6.500850 0.349955 -4.402728 1.18 -0.83 1.10 -0.03
C -6.305169 -1.047171 -4.253946 1.24 0.21 0.96 -0.03
C -5.352284 -1.489926 -3.313052 -0.62 0.10 -0.14 -0.06
C -4.950418 -1.070102 0.538847 -0.20 0.25 -1.97 -0.35
C -6.274019 -1.064215 0.126628 -0.62 -0.49 0.22 -0.08
C -7.306539 -1.346060 0.989455 0.25 -0.06 0.24 -0.02
C -7.008516 -1.580536 2.322530 -1.32 -0.31 -0.05 -0.04
C -5.703038 -1.571769 2.736186 1.34 -0.01 1.16 -0.05
C -4.654159 -1.319144 1.846265 0.41 -0.12 1.33 -0.09
P -1.174174 -2.254658 -0.654466 1.09 -0.44 -0.81 0.73
C -0.790578 -3.567104 0.531728 -0.54 -1.35 0.71 -0.35
C 0.470320 -4.210124 0.436616 0.03 0.40 0.42 -0.09
C 0.721761 -5.420679 1.084688 -0.86 -0.18 -0.24 -0.04
C -0.330068 -6.101700 1.727762 0.19 0.75 -0.16 -0.03
C -1.562627 -5.468791 1.889197 0.21 0.24 -0.19 -0.05
C -1.778359 -4.194962 1.344722 -0.52 -0.14 -0.63 -0.08
C -0.517179 -2.937773 -2.210669 -1.36 -0.87 -0.12 -0.37
C -1.164377 -3.988192 -2.888012 0.21 -0.21 0.14 -0.07
C -0.514736 -4.674814 -3.900537 0.73 0.35 0.09 -0.03
C 0.821383 -4.368056 -4.276573 -1.62 0.00 0.61 -0.01
C 1.416503 -3.316324 -3.619131 0.35 0.04 -0.26 -0.05
C 0.723339 -2.604747 -2.650236 0.83 0.84 0.55 -0.14
H -3.333976 -3.130184 -0.666025 0.12 0.36 -0.12 0.10
H -4.440557 1.443391 -1.855746 0.02 0.34 0.24 0.08
H -5.960912 2.255495 -3.806982 0.25 -0.03 0.91 0.12
H -7.002189 0.730952 -5.277939 -0.44 0.17 0.20 0.12
H -6.785487 -1.832986 -4.855303 0.22 0.75 0.07 0.13
H -5.175954 -2.553407 -3.388813 0.32 -0.11 0.67 0.10
H -6.540628 -0.973238 -0.886437 -0.10 0.35 -1.12 0.09
H -8.301588 -1.444582 0.590934 -0.24 0.15 0.13 0.13
H -7.833511 -1.822425 3.004600 0.54 0.15 -0.13 0.14
H -5.471677 -1.774760 3.796297 -0.10 0.16 -0.70 0.13
H -3.621717 -1.296291 2.187469 -0.14 -0.14 0.15 0.11
H 1.274104 -3.738630 -0.132486 -0.22 -0.20 0.02 0.10
H 1.680424 -5.921148 0.985132 -0.06 0.24 -0.02 0.12
H -0.184025 -7.114362 2.077139 0.04 0.04 0.13 0.12
H -2.392578 -5.980668 2.383349 0.36 0.22 -0.09 0.12
H -2.823689 -3.831284 1.452882 0.93 0.17 -0.16 0.10
H -2.146895 -4.341913 -2.615601 -0.19 0.09 0.13 0.10
H -1.042311 -5.492344 -4.344502 -0.10 -0.32 -0.40 0.11
H 1.315826 -4.925192 -5.058877 0.08 -0.03 0.09 0.12
H 2.439146 -3.079040 -3.847485 0.23 0.32 -0.08 0.11
H 1.130152 -1.747547 -2.135838 0.64 -0.13 -0.20 0.03
H -2.971994 0.528789 -0.603811 -0.98 -3.05 -0.47 0.10
```
Forces are in eV/Å.

Calculated values
Frontier orbital gap (alpha / beta): 0.2080 / 0.1433 Ha
2S+1: 5
<S²>: 6.015
Net charge: +3
Energy relative to the best compared isomer or geometry (same formula, charge and spin): 0.77 kcal/mol
Maximum force: 4.3 eV/A
E_LUMO (alpha / beta): -8.28 / -10.04 eV